Entry 1:
Density functional theory data (the ωB97M-V functional and the def2-TZVPD basis) for C5H9N3 as an isolated structure at a distorted geometry.

Calculated values
E_HOMO (spin up / spin down): -7.6959 / -7.8195 eV
Gap between HOMO and LUMO (spin up / spin down): 7.04 / 7.22 eV
Relative energy (zero: lowest compared OMol25 entry of this formula, charge and spin): 516.1 kJ/mol
Energy: -360.0007 Eh

Last column: Mulliken charge in e.
Atoms and positions in Å:
1 C 1.5591 -0.8685 0.1171  -0.564
2 C -1.6044 1.0805 0.1379  -1.212
3 C 1.4636 0.5596 -0.1235  0.449
4 C -0.5774 0.2104 -0.5293  0.623
5 C 0.1777 -1.0442 0.8031  -0.295
6 N 1.8640 1.6367 0.2797  -0.539
7 N -0.6314 -0.2035 -1.7335  -0.669
8 N -0.4589 -2.2038 0.8223  -0.750
9 H 1.5019 2.5296 -0.0429  0.301
10 H -1.4380 0.1676 -2.2442  0.257
11 H -0.2753 -2.7238 -0.0392  0.264
12 H 2.4380 -1.1632 0.7033  0.374
13 H 1.4804 -1.3927 -0.8400  0.288
14 H 0.1128 -0.4643 1.7304  0.466
15 H -2.1769 0.4792 0.8484  0.288
16 H -1.1312 1.8931 0.6959  0.260
17 H -2.3042 1.5074 -0.5856  0.459

Atoms 1-3, force components in eV/Å:
0.06 -0.47 0.10
-0.01 0.05 0.10
-2.66 0.33 0.88

---

Entry 2:
Density functional theory data (the ωB97M-V functional and the def2-TZVPD basis) for C30H40BN2O9W as an isolated structure at a distorted geometry.

Calculated values
E_HOMO: -11.7137 eV
Gap between HOMO and LUMO: 6.21 eV
Charge: +1
Energy: -2045.6658 Eh

Last column: Mulliken charge in e.
Atoms and positions in Å:
1 W -0.3708 -0.1430 -0.3859  1.530
2 N 1.8564 -0.1131 0.8863  -0.609
3 C 1.8656 1.2649 1.4263  0.385
4 C 0.5968 1.3817 2.2485  0.176
5 O 0.6130 1.6204 3.4298  -0.617
6 N -0.5279 1.0782 1.5063  -0.195
7 C -1.5772 0.4494 2.3466  -0.700
8 C -1.3514 -0.8098 1.5594  0.736
9 O -2.0120 -0.8417 0.4327  -0.295
10 O -0.3137 -1.4986 1.6231  -0.507
11 H 2.6412 -0.2178 0.2454  0.235
12 H 2.0048 -0.7579 1.6570  0.345
13 H 2.7195 1.4625 2.0720  0.565
14 H 1.8673 1.9813 0.6072  -0.423
15 H -1.2978 0.4279 3.3947  0.455
16 H -2.5676 0.8669 2.1862  0.083
17 C -0.4098 6.5164 -1.8538  -1.609
18 C 0.3577 5.2408 -2.0249  0.372
19 C -0.1501 4.2183 -2.8273  -0.481
20 C 0.4536 2.9823 -2.8901  1.106
21 C -0.0232 1.9707 -3.9050  -1.423
22 C 1.6245 2.7553 -2.1192  1.352
23 C 2.2564 3.8299 -1.4609  0.589
24 C 3.6029 3.7323 -0.7969  -1.751
25 C 1.5877 5.0488 -1.4162  -0.825
26 C 2.0438 1.3826 -1.7892  -1.118
27 O 3.1368 0.9232 -1.6409  -0.563
28 O 0.9647 0.5859 -1.3856  0.865
29 H -1.4780 6.3073 -1.8101  0.365
30 H -0.2345 7.1906 -2.6946  0.325
31 H -0.1145 7.0343 -0.9433  0.406
32 H -1.0454 4.4010 -3.4094  0.457
33 H -1.0222 2.2231 -4.2572  0.442
34 H -0.0153 0.9488 -3.5418  -0.034
35 H 0.6509 2.0040 -4.7634  0.472
36 H 3.9501 2.7117 -0.6858  0.276
37 H 3.5956 4.2273 0.1743  0.425
38 H 4.3331 4.2484 -1.4234  0.440
39 H 2.0450 5.8646 -0.8684  0.492
40 C -6.8328 -2.3083 -0.5012  -1.623
41 C -5.8507 -1.2041 -0.7590  0.426
42 C -4.9540 -1.2891 -1.8177  -0.831
43 C -3.9779 -0.3316 -2.0281  0.811
44 C -3.1583 -0.4379 -3.2937  -0.777
45 C -3.9131 0.7714 -1.1519  1.176
46 C -4.8971 0.9465 -0.1627  1.043
47 C -4.9556 2.1786 0.6975  -1.611
48 C -5.8319 -0.0611 0.0293  -1.143
49 C -2.7576 1.7048 -1.1315  -0.701
50 O -2.8097 2.8882 -1.0273  -0.497
51 O -1.4837 1.1150 -1.1526  0.233
52 H -6.4110 -3.2769 -0.7663  0.371
53 H -7.7346 -2.1656 -1.1004  0.336
54 H -7.1304 -2.3285 0.5458  0.401
55 H -5.0154 -2.1311 -2.4981  0.518
56 H -2.9412 -1.4791 -3.5325  -0.057
57 H -2.2224 0.1079 -3.2781  -0.140
58 H -3.7532 -0.0355 -4.1165  0.485
59 H -3.9748 2.4763 1.0692  0.311
60 H -5.6293 2.0275 1.5385  0.385
61 H -5.3206 3.0235 0.1122  0.365
62 H -6.5666 0.0470 0.8187  0.417
63 C 1.3588 -4.5881 -3.1034  -1.984
64 C 0.0195 -3.9163 -2.8317  1.767
65 C -0.8611 -4.0630 -4.0678  -1.872
66 O 0.2746 -2.5007 -2.6554  -0.441
67 B -0.1997 -2.0610 -1.4624  -0.238
68 O -0.8023 -3.0801 -0.7666  -0.161
69 C -0.6729 -4.3342 -1.4741  1.663
70 C 0.1634 -5.2586 -0.5971  -2.174
71 C -2.0670 -4.9280 -1.6357  -1.784
72 H 1.7732 -4.1725 -4.0210  0.465
73 H 1.2335 -5.6612 -3.2411  0.399
74 H 2.0710 -4.4093 -2.3007  0.354
75 H -0.3179 -3.6758 -4.9286  0.456
76 H -1.7885 -3.5010 -3.9721  0.144
77 H -1.0990 -5.1090 -4.2511  0.442
78 H 1.1404 -4.8292 -0.3829  0.330
79 H 0.2893 -6.2279 -1.0777  0.410
80 H -0.3542 -5.4042 0.3500  0.528
81 H -2.7698 -4.1878 -2.0153  0.201
82 H -2.4260 -5.2728 -0.6670  0.470
83 H -2.0418 -5.7793 -2.3137  0.383

Atoms 1-3, force components in eV/Å:
2.24 3.91 1.91
-0.45 0.25 -0.26
0.03 -0.01 0.20

---

Entry 3:
Density functional theory data (the ωB97M-V functional and the def2-TZVPD basis) for the molecule C5H8N2O at a distorted geometry.

Calculated values
E_HOMO: -8.6804 eV
SMILES: C[C@@H]1[C@H]2NC=NO[C@H]12
Gap between HOMO and LUMO: 9.52 eV
Relative energy (zero: lowest compared OMol25 entry of this formula, charge and spin): 490.4 kJ/mol
Energy: -379.9014 Eh

Last column: Mulliken charge in e.
Atoms and positions in Å:
1 C 2.1832 -0.6552 -0.4275  -1.367
2 C 0.7119 -0.9755 -0.2189  0.106
3 C -0.2632 0.0713 -0.5630  -0.048
4 N -1.6507 0.2881 -0.7450  -0.424
5 C -2.0389 1.0547 0.4105  -0.086
6 N -1.4209 1.2513 1.5133  -0.412
7 O -0.1273 0.7213 1.7054  -0.269
8 C -0.1257 -0.4084 0.8684  -0.181
9 H 2.5178 0.3877 -0.1109  0.289
10 H 2.8737 -1.2818 0.1136  0.389
11 H 2.4012 -0.7581 -1.5250  0.320
12 H 0.4356 -1.9956 -0.4110  0.413
13 H 0.3607 0.9950 -0.6012  0.170
14 H -1.9938 0.7642 -1.6009  0.314
15 H -2.9531 1.6174 0.4220  0.421
16 H -0.9105 -1.0762 1.1699  0.365

Atoms 1-3, force components in eV/Å:
0.44 1.33 -1.14
1.47 -0.78 0.25
0.75 1.89 0.61

---

Entry 4:
Density functional theory data (the ωB97M-V functional and the def2-TZVPD basis) for C22H27BrOYb as an isolated structure at a distorted geometry.

Calculated values
Multiplicity: 2
E_HOMO (spin up / spin down): -4.4768 / -4.4874 eV
Gap between HOMO and LUMO (spin up / spin down): 7.40 / 7.41 eV
Charge: -1
Energy: -4662.6415 Eh

Last column: Mulliken charge in e.
Atoms and positions in Å:
1 C -1.3104 -0.8034 -1.8652  -0.476
2 C -1.3950 -1.8194 -0.8758  -0.702
3 C -2.1702 -1.3180 0.2151  -0.415
4 H -0.9538 -2.8189 -0.9374  0.386
5 C -2.5395 0.0253 -0.1021  -0.390
6 C -1.9915 0.3382 -1.3895  -0.527
7 H -2.1319 1.2749 -1.9327  0.395
8 H -0.8462 -0.9130 -2.8416  0.480
9 H -2.4047 -1.8694 1.1350  0.649
10 H -3.1366 0.6997 0.5195  0.448
11 Yb -0.0244 -0.1972 0.6091  0.687
12 Br 1.2062 -2.4488 1.5146  -0.574
13 C 2.1812 1.2746 0.3019  -0.430
14 C 1.3190 2.0286 -0.5613  -0.578
15 C 1.1344 1.2717 -1.7590  -0.578
16 H 0.9361 3.0388 -0.3794  0.543
17 C 1.8456 0.0569 -1.6312  -0.506
18 C 2.5160 0.0578 -0.3766  -0.752
19 H 3.1223 -0.7476 0.0263  0.567
20 H 2.5152 1.5606 1.3048  0.333
21 H 0.5713 1.6005 -2.6233  0.479
22 H 1.8937 -0.7322 -2.3694  0.421
23 C 0.7381 3.8786 3.0679  -1.190
24 C -0.6352 3.2394 3.1595  0.672
25 C -1.2624 3.0247 1.7849  -1.198
26 C -0.6529 2.0507 4.1247  0.369
27 C -0.4678 2.2877 5.4856  -0.740
28 C -0.4849 1.2356 6.4214  -1.303
29 C -0.6545 -0.1134 6.0112  -0.407
30 C -0.8121 -0.4233 4.6661  0.785
31 C -0.9776 -1.8920 4.2781  1.360
32 C 0.2140 -2.7340 4.7462  -1.610
33 C -2.2403 -2.4685 4.8937  -1.647
34 C -0.8158 0.6744 3.7228  0.536
35 O -0.8982 0.4021 2.4649  -0.689
36 H 1.4699 3.2367 2.5642  0.069
37 H 1.1013 4.1078 4.0743  0.439
38 H 0.6669 4.8185 2.5147  0.380
39 H -1.2904 3.9535 3.6851  0.340
40 H -0.6677 2.3655 1.1414  -0.096
41 H -2.2873 2.6435 1.8535  0.312
42 H -1.3058 3.9841 1.2630  0.537
43 H -0.3295 3.3399 5.7684  0.361
44 H -0.3848 1.4602 7.4971  0.289
45 H -0.6772 -0.9496 6.7069  0.264
46 H -0.9937 -1.9616 3.1843  -0.510
47 H 0.3142 -2.6907 5.8369  0.353
48 H 0.1020 -3.7769 4.4307  0.400
49 H 1.1244 -2.3619 4.2687  0.320
50 H -3.1289 -1.9111 4.5906  0.347
51 H -2.3775 -3.5176 4.6224  0.453
52 H -2.1752 -2.4181 5.9848  0.344

Atoms 1-3, force components in eV/Å:
-0.19 -0.31 0.47
-0.29 -0.06 -0.08
-0.46 -0.13 -0.27

---

Entry 5:
Density functional theory data (the ωB97M-V functional and the def2-TZVPD basis) for a 2-piece molecular cluster, NO4S2 overall at a distorted geometry.

Calculated values
E_HOMO (spin up / spin down): -5.3760 / -3.0355 eV
Gap between HOMO and LUMO (spin up / spin down): 7.32 / 3.52 eV
Relative energy (zero: lowest compared OMol25 entry of this formula, charge and spin): 389.7 kJ/mol
Charge: -1
Energy: -1151.9963 Eh

Last column: Mulliken charge in e.
Atoms and positions in Å:
1 N 1.0105 -0.1462 1.9716  0.399
2 O -2.0398 -0.6364 -2.3887  -0.480
3 O 0.6210 0.4422 1.0016  -0.411
4 O 1.9539 -0.9714 1.9453  -0.489
5 O -1.8643 1.6053 -1.4519  -0.443
6 S 0.6552 0.4815 -2.5777  -0.237
7 S -1.1390 0.3992 -1.7991  0.661

Atoms 1-3, force components in eV/Å:
1.64 -1.42 0.97
1.60 0.97 1.20
-0.64 0.48 -0.91

---

Entry 6:
Density functional theory data (the ωB97M-V functional and the def2-TZVPD basis) for C24H16AlF6NO4PS2 as an isolated structure.

Calculated values
E_HOMO: -11.4752 eV
Gap between HOMO and LUMO: 8.57 eV
Relative energy (zero: lowest compared OMol25 entry of this formula, charge and spin): 0.0 kJ/mol
Charge: +1
Energy: -3259.1149 Eh

Last column: Mulliken charge in e.
Atoms and positions in Å:
1 Al 0.5658 1.2455 -0.6566  0.459
2 C -2.5648 1.1198 4.7960  -0.495
3 C -1.2074 1.3670 4.6318  -0.734
4 C -0.5676 0.9713 3.4698  -0.459
5 C -1.2942 0.3245 2.4694  0.603
6 C -2.6548 0.0817 2.6302  -0.445
7 C -3.2857 0.4794 3.7999  -0.750
8 P -0.4488 -0.1619 0.9591  1.339
9 C -1.4444 -1.3755 0.0739  0.413
10 C -1.3232 -2.7479 0.2844  -0.334
11 C -2.1223 -3.6285 -0.4274  -0.727
12 C -3.0472 -3.1462 -1.3436  -0.584
13 C -3.1742 -1.7808 -1.5538  -0.786
14 C -2.3700 -0.8975 -0.8517  -0.245
15 C 1.1822 -0.7993 1.4263  0.145
16 C 1.2826 -1.8285 2.3316  -0.294
17 C 2.5388 -2.3207 2.7287  -1.146
18 C 3.6760 -1.7411 2.2419  -0.751
19 C 3.6167 -0.6408 1.3558  0.804
20 C 4.7971 0.0114 0.9182  -0.807
21 C 4.7351 1.1134 0.1178  -0.978
22 C 3.4821 1.6054 -0.3060  -0.263
23 C 2.3052 0.9986 0.0653  -0.060
24 C 2.3612 -0.1506 0.9230  -0.051
25 H -3.0601 1.4257 5.7076  0.406
26 H -0.6468 1.8652 5.4109  0.425
27 H 0.4935 1.1541 3.3478  0.454
28 H -3.2200 -0.4236 1.8572  0.353
29 H -4.3412 0.2851 3.9330  0.433
30 H -0.5979 -3.1385 0.9833  0.299
31 H -2.0220 -4.6933 -0.2689  0.441
32 H -3.6680 -3.8374 -1.8974  0.424
33 H -3.8935 -1.4027 -2.2675  0.471
34 H -2.4759 0.1688 -1.0294  0.502
35 H 0.3894 -2.2567 2.7713  0.551
36 H 2.5966 -3.1420 3.4293  0.445
37 H 4.6481 -2.1036 2.5530  0.413
38 H 5.7533 -0.3763 1.2468  0.414
39 H 5.6416 1.6113 -0.1981  0.426
40 H 3.4719 2.4829 -0.9438  0.459
41 F -1.5220 3.4878 -4.8551  -0.197
42 C -1.4594 3.4616 -3.5392  0.676
43 F -1.8217 4.6227 -3.0311  -0.192
44 F -2.2474 2.4988 -3.0681  -0.158
45 S 0.2871 3.1194 -3.0230  1.030
46 O 0.0812 2.7402 -1.5801  -0.380
47 O 1.0362 4.2974 -3.2211  -0.564
48 N 0.7675 1.9158 -3.8694  -0.606
49 S 0.8561 0.3985 -3.5057  1.189
50 O 0.2861 0.1516 -2.1472  0.041
51 O 2.1123 -0.1834 -3.7777  -0.619
52 C -0.4049 -0.4155 -4.5905  0.579
53 F -0.6102 -1.6411 -4.1397  -0.189
54 F 0.0687 -0.4467 -5.8194  -0.181
55 F -1.5370 0.2751 -4.5517  -0.199

Atoms 1-3, force components in eV/Å:
-0.22 -0.01 -0.46
0.01 0.01 0.02
-0.01 0.00 -0.02

---

Entry 7:
Density functional theory data (the ωB97M-V functional and the def2-TZVPD basis) for C5H3O2S2 as an isolated structure at a distorted geometry.

Calculated values
E_HOMO: -3.4193 eV
Gap between HOMO and LUMO: 6.75 eV
Relative energy (zero: lowest compared OMol25 entry of this formula, charge and spin): 122.4 kJ/mol
Charge: -1
Energy: -1139.1797 Eh

Last column: Mulliken charge in e.
Atoms and positions in Å:
1 C 0.3043 1.6212 0.3568  -0.954
2 C 1.5964 1.7496 -0.0216  0.440
3 C -0.1728 0.2959 0.4417  0.563
4 C 2.1071 -0.2057 0.0075  -0.129
5 C 0.7791 -0.6212 -0.3449  0.043
6 O 2.4699 2.5066 -0.2542  -0.567
7 O -1.1928 -0.1278 0.9352  -0.681
8 S 3.5269 -0.7407 0.3913  -0.393
9 S 0.2984 -2.4743 -0.1152  -0.343
10 H -0.2592 2.4173 0.6798  0.494
11 H 0.5782 -0.3437 -1.3099  0.359
12 H -0.7913 -2.1411 0.7008  0.168

Atoms 1-3, force components in eV/Å:
-0.20 -1.21 0.08
1.70 -3.42 0.06
0.44 0.44 -0.27

---

Entry 8:
Density functional theory data (the ωB97M-V functional and the def2-TZVPD basis) for the molecule C4H4N4 at a distorted geometry.

Calculated values
E_HOMO: -9.5960 eV
SMILES: [H]/N=c1\cnnccn1
Gap between HOMO and LUMO: 8.59 eV
Relative energy (zero: lowest compared OMol25 entry of this formula, charge and spin): 506.6 kJ/mol
Energy: -373.6520 Eh

Last column: Mulliken charge in e.
Atoms and positions in Å:
1 H 2.8506 -1.0456 0.1729  0.242
2 N 2.0283 -1.1279 -0.3657  -0.528
3 C 1.1615 -0.2935 -0.4505  0.575
4 C 0.7452 1.0479 0.3261  -0.215
5 N -0.0953 1.3921 1.1693  -0.248
6 N -0.9263 0.2760 1.4109  -0.388
7 C -1.6582 -0.2307 0.4039  -0.023
8 C -1.2296 -0.1108 -0.9585  -0.266
9 N -0.0082 -0.5813 -1.2509  -0.455
10 H 1.4659 1.7456 0.4874  0.452
11 H -2.4759 -0.8699 0.8002  0.385
12 H -1.8580 -0.2018 -1.7449  0.469

Atoms 1-3, force components in eV/Å:
0.76 0.69 0.84
2.02 -2.38 -0.79
-6.78 2.42 1.64